This record from the Open Molecules 2025 dataset describes 2 unconnected molecules or ions with the total composition C4H6FN. The level of theory is ωB97M-V/def2-TZVPD.

Output
SMILES: C=C(C)C#N.F
Strongest force on any atom (eV/A): 2.98
Calculated total energy (Ha): -310.575751
Highest occupied orbital energy (Ha): -0.364

Structure (ORCA input):
```
! wB97M-V def2-TZVPD RIJCOSX def2/J DEFGRID3
* xyz 0 1
C 0.85550 -1.19878 -0.12575
C -0.63480 -0.30172 1.45951
C -1.17542 -0.09648 -1.09436
C -0.35515 -0.37956 0.13020
N 1.86811 -1.75005 -0.27823
F 2.23843 1.69384 0.21370
H -1.45254 0.26436 1.77326
H -0.06000 -0.68851 2.31017
H 2.97033 2.30245 0.02535
H -0.83351 0.73504 -1.79146
H -2.13492 0.39610 -0.75559
H -1.28603 -0.97671 -1.86680
*
```

***

This record from the Open Molecules 2025 dataset describes 2 unconnected molecules or ions with the total composition C19H19N5O6. The level of theory is ωB97M-V/def2-TZVPD.

Output
SMILES: O=[N+]([O-])c1cc([N+](=O)[O-])c2no[n+]([O-])c2c1.C=C(c1ccccc1)N1CCCCC1
Strongest force on any atom (eV/A): 2.90
Calculated total energy (Ha): -1460.246070
Highest occupied orbital energy (Ha): -0.291

Structure (ORCA input):
```
! wB97M-V def2-TZVPD RIJCOSX def2/J DEFGRID3
* xyz 0 1
C -3.62011 -3.26978 1.29520
C -2.52703 -3.61171 0.28977
C -1.23441 -2.85913 0.58327
N -1.41639 -1.43532 0.83290
C -0.28099 -0.65679 0.82376
C 0.77599 -0.89028 -0.01243
C -0.23039 0.46343 1.82919
C -0.52401 1.78774 1.47372
C -0.56034 2.77370 2.46379
C -0.23332 2.46166 3.78834
C 0.14146 1.15483 4.12409
C 0.15835 0.16225 3.14542
C -2.54723 -1.02791 1.66607
C -3.83653 -1.76362 1.32799
H -4.54933 -3.77198 1.01327
H -3.32908 -3.61958 2.29379
H -2.28922 -4.67966 0.30831
H -2.86670 -3.36629 -0.72349
H -0.75733 -3.34019 1.46146
H -0.53905 -2.96684 -0.25404
H 1.65216 -0.25780 0.10275
H 0.74354 -1.65817 -0.77954
H -0.74416 2.02118 0.42676
H -0.83919 3.79399 2.19395
H -0.24641 3.23901 4.55600
H 0.42531 0.89888 5.14593
H 0.46835 -0.86037 3.38981
H -2.31528 -1.19741 2.73357
H -2.72327 0.04965 1.53988
H -4.20618 -1.42245 0.35423
H -4.57933 -1.48407 2.08073
O -0.00291 3.67799 -4.31370
N 0.85345 3.68550 -3.41513
O 1.09570 4.70200 -2.71995
C 1.64225 2.50173 -3.10883
C 2.61339 2.61214 -2.11292
C 3.38329 1.49426 -1.71850
N 4.33152 1.60035 -0.63081
O 4.75588 2.72274 -0.29093
O 4.68307 0.53673 -0.07192
C 3.21926 0.23308 -2.31942
C 2.28786 0.15244 -3.34157
N 1.90837 -0.95315 -4.11991
O 2.29038 -2.11000 -4.14483
O 0.90985 -0.49702 -4.98708
N 0.62513 0.84179 -4.77057
C 1.47317 1.21707 -3.77461
H 2.77910 3.56507 -1.61338
H 3.78135 -0.64973 -2.02041
*
```

***

This record from the Open Molecules 2025 dataset describes 3 unconnected molecules or ions with the total composition C17H43BNO12P3. The level of theory is ωB97M-V/def2-TZVPD.

Output
SMILES: CCOB(CCC(N)=O)P(O)O.CCOP(=O)(OCC)OCC.CCOP(=O)(OCC)OCC
Strongest force on any atom (eV/A): 3.34
Calculated total energy (Ha): -2680.332340
Highest occupied orbital energy (Ha): -0.297

Structure (ORCA input):
```
! wB97M-V def2-TZVPD RIJCOSX def2/J DEFGRID3
* xyz 0 1
C -1.89150 4.08590 4.18640
C -2.42870 2.77568 3.65642
O -1.80290 1.68653 4.35475
B -1.93808 0.43400 3.82034
C -1.15828 0.02503 2.51298
C -0.50148 -1.36465 2.52611
C 0.77373 -1.33771 3.35265
N 0.73166 -1.85010 4.69401
O 1.81046 -0.90596 2.90840
P -3.15340 -0.97696 4.51629
O -4.59028 -0.24053 4.86092
O -2.51569 -1.55090 5.93908
H -2.31593 4.91801 3.62631
H -2.19515 4.20637 5.22608
H -0.80484 4.09787 4.13835
H -2.23665 2.70960 2.57986
H -3.50815 2.70263 3.80465
H -0.43860 0.79548 2.23135
H -1.93746 0.00689 1.73518
H -1.17715 -2.12187 2.92946
H -0.24893 -1.67676 1.51334
H 0.46607 -1.10317 5.32827
H 0.03225 -2.58220 4.76714
H -5.17741 -0.92004 5.20308
H -1.73221 -1.09018 6.25320
O -6.23117 -0.20400 -2.97926
P -4.78027 -0.31019 -2.80154
O -4.32849 -1.63116 -2.03573
C -4.78456 -2.90899 -2.49808
C -4.18473 -3.29358 -3.83665
O -4.28924 0.75728 -1.71205
C -5.20589 1.64686 -1.07460
C -5.73574 1.05888 0.21610
O -3.61384 -0.06649 -3.84408
C -3.85516 0.19942 -5.24536
C -4.88383 1.28738 -5.47741
H -5.87567 -2.91186 -2.54838
H -4.48665 -3.62447 -1.73344
H -4.60221 -2.68472 -4.64203
H -4.40226 -4.33679 -4.06556
H -3.10443 -3.14793 -3.83059
H -6.02125 1.91197 -1.74796
H -4.64686 2.56128 -0.86969
H -6.12536 0.05242 0.06339
H -6.53154 1.68185 0.62630
H -4.93496 0.98567 0.95469
H -4.14994 -0.72645 -5.74405
H -2.89223 0.49500 -5.65664
H -5.87166 0.97687 -5.13751
H -4.95273 1.51627 -6.54105
H -4.61337 2.19461 -4.93571
O 7.31894 -0.64609 0.02854
P 6.35978 0.01240 -0.86350
O 6.40957 -0.54433 -2.35791
C 6.30195 -1.95293 -2.58862
C 4.92209 -2.49466 -2.26697
O 6.84485 1.50999 -1.16744
C 8.03777 2.03464 -0.58607
C 9.23694 1.81225 -1.48457
O 4.83076 0.34471 -0.64399
C 4.08782 -0.09363 0.52396
C 4.78877 0.20732 1.83070
H 7.06658 -2.47844 -2.01172
H 6.52524 -2.09875 -3.64452
H 4.74706 -2.50550 -1.18886
H 4.82155 -3.51850 -2.62793
H 4.14993 -1.87704 -2.72600
H 8.20492 1.60532 0.40199
H 7.86369 3.10316 -0.45044
H 9.30655 0.76706 -1.78655
H 10.15815 2.09142 -0.97136
H 9.15034 2.41057 -2.39264
H 3.87605 -1.16084 0.43686
H 3.13443 0.42765 0.48257
H 5.71060 -0.36691 1.92619
H 4.13959 -0.05630 2.66378
H 5.04874 1.26534 1.89676
*
```

***

Number 1: gap between HOMO and LUMO 10.6 eV. Number 2: gap between HOMO and LUMO 5.3 eV. Number 3: gap between HOMO and LUMO 7.8 eV.